C4H9N2S | ωB97M-V with the def2-TZVPD basis set

CARTESIAN COORDINATES (ANGSTROEM)
C -1.07620 3.31812 -0.44032
C 0.01443 3.29463 -0.83987
C -0.23475 -0.32124 0.25996
C -0.05772 -1.69319 -0.14693
N 0.74912 0.51443 0.27541
N 1.00402 -2.40977 -0.58263
S -0.57170 -1.76400 1.90477
H -1.91493 3.41306 0.24005
H -1.20589 0.11146 0.17205
H -0.91661 -2.00478 -0.67262
H 1.92502 -2.04481 -0.57714
H 1.76543 0.18790 0.25275
H 0.94220 3.45990 -1.27334
H 0.87218 -3.36531 -0.70825
H 0.58254 1.53999 0.27629
H -1.87714 -2.23638 1.85982

- Charge: +1
- HOMO energy: -0.5080 hartree
- DFT total energy: -18099.13512 eV
- LUMO level: -3.78 eV
- Frontier orbital gap: 0.3690 hartree
- F_max: 0.10321 Eh/bohr



C4H9N3 | ωB97M-V with the def2-TZVPD basis set

CARTESIAN COORDINATES (ANGSTROEM)
C 0.99192 -0.85506 -0.49443
C -0.44459 -0.83823 -0.30114
C 1.84361 -0.61918 0.80832
C -2.42016 0.28490 0.04206
N -1.01504 0.19730 0.14065
N 1.87395 0.29700 -0.26342
N 1.31748 1.57719 -0.16495
H 1.31538 -1.62712 -1.18300
H -1.07487 -1.68833 -0.67913
H 1.43201 -0.42295 1.88265
H 2.76696 -1.27170 0.76250
H -3.06102 -0.51544 -0.44553
H -2.77217 0.41893 1.09532
H -2.50533 1.31450 -0.48707
H 1.32088 2.08260 -1.03185
H 0.43098 1.66561 0.31903

- HOMO energy: -0.3033 hartree
- Structure (SMILES): C/N=C/[C@@H]1CN1N
- DFT total energy: -8760.59596 eV
- LUMO level: 1.10 eV
- Frontier orbital gap: 0.3436 hartree
- F_max: 0.05294 Eh/bohr



C4H9N3 | ωB97M-V with the def2-TZVPD basis set

CARTESIAN COORDINATES (ANGSTROEM)
C -1.11143 -0.21084 0.25690
C 0.38683 1.89961 0.68601
N -1.18827 -1.44452 -0.44100
C 0.05260 0.79028 -0.27695
C 0.98164 -2.14869 0.11978
N -0.08721 -2.37945 -0.48741
N 0.25919 0.79618 -1.51643
H -1.54971 -1.34736 -1.38083
H 0.81906 1.57060 -1.86514
H -0.89152 -0.39359 1.31081
H -2.03868 0.35105 0.13393
H 1.15782 1.55445 1.37667
H -0.49041 2.19921 1.26058
H 0.75970 2.77590 0.16197
H 1.16018 -1.14009 0.58940
H 1.78022 -2.87273 0.07172

- HOMO energy: -0.3192 hartree
- Structure (SMILES): [H]/N=C(\C)CNN=C
- DFT total energy: -8762.03485 eV
- LUMO level: 0.85 eV
- Frontier orbital gap: 0.3504 hartree
- F_max: 0.05807 Eh/bohr



C4H9N3 | ωB97M-V with the def2-TZVPD basis set

CARTESIAN COORDINATES (ANGSTROEM)
C -1.21844 1.40249 -0.05072
C 1.41862 0.83587 -0.01842
C 1.80524 -0.54467 -0.22023
C -0.24731 -0.68504 0.20679
H -2.12231 0.98027 -0.71259
H -1.78262 1.50071 1.35952
H -0.63570 2.37114 -0.57380
H 1.74521 1.40042 -0.97154
H 1.85890 0.94290 1.11026
H 2.73052 -0.98216 -0.31073
H -0.31641 -0.76708 1.34490
H -1.45973 -2.31095 0.38845
H -1.20860 -1.82145 -1.30170
N -0.01198 0.59170 -0.14341
N 0.93141 -1.43046 0.09511
N -1.48676 -1.48368 -0.20188

- HOMO energy: -0.3143 hartree
- DFT total energy: -8758.86793 eV
- LUMO level: 0.90 eV
- Frontier orbital gap: 0.3473 hartree
- F_max: 0.14215 Eh/bohr



C4H9N3 | ωB97M-V with the def2-TZVPD basis set

CARTESIAN COORDINATES (ANGSTROEM)
C -2.44640 -1.08524 0.02779
C -0.64481 0.77292 -0.43611
C -1.25824 -0.27627 -0.20411
N -0.39573 2.10085 -0.50192
N 1.74542 -1.28872 -0.08859
C 1.72504 0.13016 -0.20416
N 1.99319 0.96490 0.74546
H -1.03715 2.72659 -0.03560
H 0.53239 2.29378 -0.12125
H 1.84033 -1.63643 0.85630
H 2.36904 -1.79381 -0.70432
H 1.99574 0.53845 1.67178
H 1.92958 0.44305 -1.22667
H -2.36439 -2.05380 -0.46929
H -3.33036 -0.60202 -0.39898
H -2.65364 -1.23442 1.08968

- HOMO energy: -0.2960 hartree
- Structure (SMILES): [H]/N=C\N.CC#CN
- DFT total energy: -8761.04287 eV
- LUMO level: 1.00 eV
- Frontier orbital gap: 0.3329 hartree
- F_max: 0.08026 Eh/bohr



C4H9N3 | ωB97M-V with the def2-TZVPD basis set

CARTESIAN COORDINATES (ANGSTROEM)
C 0.68742 -0.38557 0.96684
C -2.06472 -0.49938 0.12115
C 0.14181 -0.38886 -0.97655
N -0.32300 0.58128 -1.78564
C 1.72874 0.65728 0.66867
N -0.66232 -0.90712 -0.04389
N 2.97996 0.48453 0.59912
H -1.26195 0.97043 -1.76836
H 0.28645 0.93130 -2.50471
H 3.24395 -0.48710 0.78362
H 1.12901 -1.35079 1.19700
H 0.06367 -0.04005 1.79787
H 1.34835 1.65786 0.46478
H -2.20478 0.58257 0.25672
H -2.62644 -0.79412 -0.77172
H -2.46616 -1.01228 0.99510

- HOMO energy: -0.2809 hartree
- DFT total energy: -8759.97926 eV
- LUMO level: 0.85 eV
- Frontier orbital gap: 0.3121 hartree
- F_max: 0.04625 Eh/bohr



C4H9N3O | ωB97M-V with the def2-TZVPD basis set

CARTESIAN COORDINATES (ANGSTROEM)
C -0.69239 -0.73207 -1.92067
N 0.22435 -0.74090 0.43284
C -0.21886 -0.09082 -0.65449
N -0.37308 -1.89408 0.93704
C 0.99748 0.43641 1.26145
C 0.60707 1.22646 2.26642
O 0.24545 1.94029 -1.63619
N 0.02855 1.19804 -0.44578
H -0.13557 2.80518 -1.42492
H 0.13943 -2.71435 0.63210
H -1.34670 -1.99039 0.66120
H 1.99580 0.01218 1.33542
H -0.24686 -0.22996 -2.78101
H -0.39687 -1.78149 -1.97396
H -1.77869 -0.63738 -2.00609
H -0.33671 1.75708 2.23461
H 1.28759 1.43580 3.08205

- HOMO energy: -0.2866 hartree
- Structure (SMILES): C=CN(N)/C(C)=N/O
- DFT total energy: -10806.26107 eV
- LUMO level: 0.79 eV
- Frontier orbital gap: 0.3157 hartree
- F_max: 0.06707 Eh/bohr



C4H9N3O | ωB97M-V with the def2-TZVPD basis set

CARTESIAN COORDINATES (ANGSTROEM)
C -0.55139 -0.24052 -0.02630
N 0.18918 -0.91599 -0.95657
C -2.56280 -0.12284 -2.15959
O -0.44349 0.99612 0.18251
N -2.44221 0.02548 -0.92022
H -2.34216 1.00174 -0.49075
H -0.93113 -0.91130 0.75869
H 0.78355 -0.35368 -1.54772
H 0.44746 -1.86760 -0.75703
H -2.94131 0.64639 -2.83771
H -2.19623 -1.04492 -2.60158
C 2.11019 0.92503 2.05275
C 2.28657 -0.42738 1.59291
N 2.40634 -1.50083 1.20760
H 1.86148 0.92480 3.11360
H 3.03071 1.48865 1.90625
H 1.29524 1.37685 1.48316

- HOMO energy: -0.3455 hartree
- Structure (SMILES): CC#N.NC=O.C=N
- DFT total energy: -10810.01415 eV
- LUMO level: 0.90 eV
- Frontier orbital gap: 0.3785 hartree
- F_max: 0.04964 Eh/bohr



Taking the records one at a time from the top gives energy relative to the best compared isomer or geometry (same formula, charge and spin) values of 423.7 379.1 240.3 545.8 336.0 438.6 598.3 236.2 kJ/mol.